Molecular formula: C42H116N8O12
Method: DFT, wB97M-V/def2-TZVPD

The calculation puts the LUMO energy at 0.208 eV. As for the charge: 0. The SMILES is COC[C@H](C)N.COC[C@H](C)N.COC[C@H](C)N.COC[C@H](C)N.COC[C@H](C)N.COC[C@H](C)N.COC[C@H](C)N.COC[C@H](C)N.CC(C)O.CC(C)O.CC(C)O.CO. The calculation puts the HOMO energy at -8.60 eV. The spin multiplicity is 1. The HOMO-LUMO gap is 8.8 eV.

Geometry as XYZ:
```
178
Properties=species:S:1:pos:R:3:forces:R:3:lowdin_charge:R:1
C 7.470 15.943 16.913 1.357 -0.604 -0.928 -0.0501
C 8.055 17.171 17.570 -0.856 0.631 0.041 -0.4067
C 7.311 18.425 17.034 0.394 -1.514 0.975 -0.1860
O 7.357 18.415 15.618 -0.332 0.029 0.635 -0.2224
C 6.383 19.224 15.001 0.694 1.421 -1.109 -0.0813
N 7.746 17.058 19.014 -0.294 0.317 -1.381 0.0738
H 6.432 15.750 17.054 -1.043 0.520 0.100 0.0816
H 7.938 15.047 17.303 0.428 -0.222 0.263 0.0649
H 7.725 15.956 15.844 -0.339 0.013 0.182 0.0697
H 9.116 17.212 17.281 0.034 0.017 0.397 0.1156
H 7.750 19.329 17.482 -0.193 0.158 -0.290 0.1138
H 6.336 18.201 17.504 -0.223 0.809 -0.785 0.1321
H 5.352 18.978 15.200 -0.305 -0.477 0.500 0.0872
H 6.529 19.154 13.910 0.051 -0.176 0.418 0.0883
H 6.542 20.296 15.252 -0.140 -0.474 0.073 0.0827
H 8.199 17.707 19.620 0.503 0.491 0.192 0.0434
H 8.026 16.139 19.250 0.403 -0.920 0.742 0.0227
C 11.324 9.947 13.725 -1.655 -1.694 -0.105 -0.0764
C 11.430 11.361 13.288 1.633 0.485 -0.094 -0.4728
C 11.012 12.298 14.375 -1.816 0.243 0.605 -0.1960
O 10.831 13.605 13.821 -0.100 -0.313 -0.602 -0.2200
C 9.756 14.274 14.419 -0.680 1.457 0.590 -0.1138
N 12.803 11.607 12.852 0.931 -0.347 -1.550 0.0506
H 10.243 9.703 13.655 0.502 -0.185 0.498 0.0936
H 11.706 9.666 14.699 -0.018 0.573 0.474 0.0825
H 11.794 9.200 13.089 0.216 0.339 -0.593 0.0753
H 10.727 11.573 12.500 -0.520 -0.150 -0.585 0.1362
H 11.661 12.422 15.241 0.420 -0.481 0.005 0.1299
H 10.008 11.911 14.763 1.085 0.527 -0.412 0.1457
H 9.873 14.143 15.513 -0.373 0.413 -0.252 0.0798
H 8.727 13.912 14.138 0.979 -0.118 0.005 0.1082
H 9.783 15.378 14.154 0.151 -1.335 0.357 0.0792
H 13.066 10.883 12.125 -0.423 1.160 1.221 0.1019
H 12.928 12.517 12.378 -0.214 -0.543 0.475 0.0643
C 17.061 19.126 10.761 0.671 -0.457 0.788 -0.0460
C 16.554 18.183 11.836 -2.027 0.430 -1.030 -0.4295
C 15.901 18.881 13.016 0.376 -0.838 0.059 -0.2348
O 16.802 19.772 13.574 0.157 1.235 0.943 -0.1703
C 16.221 20.582 14.593 0.349 -0.008 -0.170 -0.0988
N 15.633 17.265 11.190 -1.045 -0.629 -0.056 0.0505
H 17.673 19.838 11.267 0.645 0.805 0.156 0.0590
H 16.331 19.683 10.171 -0.270 -0.457 0.120 0.0847
H 17.704 18.499 10.168 0.141 0.132 -0.824 0.0738
H 17.310 17.531 12.218 1.111 0.089 0.315 0.1321
H 15.690 18.066 13.699 -0.247 -0.245 0.694 0.1020
H 14.951 19.361 12.839 -0.489 0.315 -0.742 0.1130
H 15.731 19.979 15.361 -0.008 -0.203 0.042 0.0733
H 15.475 21.313 14.227 0.231 -0.327 -0.223 0.0881
H 17.037 21.133 15.060 -0.058 0.005 -0.029 0.0898
H 15.263 16.567 11.845 0.147 0.308 -0.235 0.0473
H 14.809 17.749 10.814 0.504 -0.217 0.229 0.0508
C 11.250 14.742 9.308 -0.427 -0.372 1.448 -0.0591
C 11.919 16.076 9.144 -0.349 0.742 -1.079 -0.4743
C 12.158 16.729 10.491 -0.204 -0.777 0.014 -0.2142
O 12.931 17.905 10.342 -0.219 -0.147 0.249 -0.2408
C 12.136 19.008 10.029 -1.149 0.936 0.334 -0.1066
N 13.107 15.967 8.328 1.993 0.411 -0.121 0.0389
H 11.115 14.192 8.416 0.180 -0.327 -1.269 0.0621
H 10.235 14.913 9.668 -0.060 -0.086 0.363 0.0726
H 11.759 14.048 10.019 -0.145 0.657 -0.279 0.0893
H 11.263 16.717 8.520 -0.094 -0.210 0.463 0.1336
H 12.714 15.987 11.069 0.408 0.326 0.252 0.1107
H 11.207 16.880 11.053 0.416 0.317 -0.401 0.1253
H 12.745 19.919 9.971 0.141 -0.379 -0.122 0.0901
H 11.420 19.184 10.874 0.214 -0.089 -0.756 0.0792
H 11.566 18.896 9.075 0.383 -0.003 0.591 0.0969
H 13.659 16.857 8.278 -1.086 -0.830 0.129 0.0928
H 13.796 15.346 8.764 -0.348 -0.105 -0.051 0.0792
C 7.318 19.193 8.479 -0.794 -0.182 0.777 -0.0576
C 7.059 19.146 9.986 -0.400 -1.746 0.428 -0.4410
C 7.488 17.756 10.518 2.318 -0.175 -1.373 -0.2331
O 7.506 17.689 11.902 -1.849 0.368 0.232 -0.1993
C 7.801 16.419 12.403 1.087 -0.571 -0.135 -0.1221
N 7.706 20.219 10.701 -0.920 -0.585 1.263 0.0636
H 8.345 18.980 8.230 0.538 -0.153 0.073 0.0655
H 7.092 20.185 8.125 -0.260 0.327 -0.360 0.0742
H 6.684 18.448 7.994 0.054 0.210 -0.183 0.0829
H 5.972 19.121 10.207 0.278 0.592 -0.337 0.1391
H 8.576 17.515 10.178 -1.353 0.361 0.101 0.1442
H 6.849 16.986 10.086 -0.227 -0.185 -0.079 0.1212
H 7.813 16.533 13.461 -0.490 -0.159 0.911 0.0472
H 8.856 16.302 12.187 0.509 -0.768 -0.305 0.0659
H 7.248 15.477 12.082 0.073 1.536 -0.036 0.1207
H 8.016 19.827 11.602 -0.024 0.568 -0.450 0.0730
H 8.491 20.486 10.176 1.456 0.585 -0.542 0.0376
C 11.807 25.356 14.801 -0.286 0.600 0.122 -0.0693
C 12.819 24.862 13.782 -0.240 0.550 -0.456 -0.4045
C 12.338 23.540 13.152 -1.400 0.218 -0.901 -0.1524
O 11.124 23.787 12.384 0.827 1.127 0.700 -0.2057
C 10.758 22.702 11.631 0.636 -0.622 -2.160 -0.1695
N 13.073 26.000 12.872 -0.265 -0.260 0.413 0.0381
H 12.259 26.124 15.447 -0.128 -0.148 -0.330 0.0864
H 11.527 24.537 15.450 -0.360 -0.051 0.087 0.0342
H 10.912 25.817 14.294 0.822 -0.641 0.480 0.0990
H 13.795 24.674 14.256 -0.408 -0.168 0.093 0.1384
H 11.971 22.811 13.875 0.868 -0.047 0.590 0.0937
H 13.047 23.052 12.465 0.200 0.270 0.247 0.1176
H 10.401 21.848 12.209 0.123 -0.209 0.200 0.0598
H 11.633 22.376 10.952 -1.064 0.127 0.895 0.1040
H 9.954 23.007 10.942 0.150 -0.061 0.340 0.0928
H 12.292 26.326 12.314 -0.297 -0.425 0.329 0.0704
H 13.795 25.782 12.231 0.914 -0.223 -0.722 0.0458
C 9.046 12.513 22.686 -0.326 -0.338 0.831 -0.0688
C 9.681 13.423 21.667 0.594 0.362 -0.885 -0.4597
C 8.862 13.544 20.352 0.624 1.379 1.374 -0.1769
O 9.542 14.422 19.458 0.220 -0.180 -0.309 -0.2459
C 10.628 13.809 18.754 -1.064 -0.713 -0.398 -0.0885
N 10.022 14.727 22.206 -0.350 1.062 0.902 0.0369
H 9.135 11.427 22.452 -0.306 0.850 -0.184 0.0906
H 7.998 12.810 22.841 0.077 -0.377 -0.133 0.0794
H 9.516 12.628 23.673 0.090 0.123 -0.346 0.0797
H 10.674 13.050 21.445 0.152 -0.624 -0.410 0.1220
H 7.903 14.036 20.649 0.491 -0.412 -0.570 0.1382
H 8.718 12.613 19.858 -0.426 -1.015 -0.284 0.1071
H 11.514 13.616 19.368 -0.226 -0.066 0.094 0.0862
H 10.898 14.487 17.958 0.140 0.313 -0.150 0.0693
H 10.272 12.860 18.250 0.453 0.730 0.645 0.1050
H 10.470 15.373 21.568 0.212 -0.634 -0.427 0.0661
H 9.241 15.286 22.532 -0.393 -0.445 0.221 0.0722
C 9.680 20.015 21.203 -0.071 -0.522 -0.650 -0.0661
C 10.499 21.057 20.460 -0.823 0.507 -0.243 -0.4236
C 11.945 20.881 20.784 0.899 -0.065 0.447 -0.2487
O 12.758 21.940 20.312 0.408 -0.237 0.647 -0.1744
C 14.085 21.619 20.720 0.275 0.713 0.907 -0.1143
N 10.287 20.888 19.011 1.239 0.314 -0.635 0.0523
H 10.120 18.996 21.103 -0.016 0.616 0.156 0.0879
H 8.710 19.959 20.679 0.024 0.130 0.721 0.0806
H 9.605 20.284 22.255 -0.328 -0.189 -0.030 0.0839
H 10.081 22.057 20.689 0.641 -0.333 0.321 0.1534
H 12.275 19.969 20.259 -0.102 -0.201 0.216 0.1316
H 12.169 20.720 21.866 -0.512 0.163 -0.462 0.1333
H 14.143 21.399 21.836 -0.159 0.255 -1.223 0.1052
H 14.784 22.436 20.504 -0.505 0.049 -0.016 0.0930
H 14.446 20.762 20.177 0.142 -0.667 -0.213 0.0745
H 9.910 19.963 18.882 0.172 -0.384 -0.492 0.0517
H 11.229 20.953 18.550 -1.336 -0.304 0.371 0.0723
C 9.291 21.898 14.890 -0.132 0.782 -0.662 -0.0500
C 9.134 23.010 15.894 -0.400 0.842 -0.540 -0.4761
C 7.746 22.978 16.570 1.586 -0.609 -0.194 -0.0342
O 10.174 22.914 16.859 -0.463 -0.669 0.816 -0.0987
H 8.915 20.948 15.267 0.248 -0.209 -0.070 0.0671
H 10.348 21.916 14.645 0.117 -0.668 -0.078 0.0569
H 8.771 22.185 13.966 -0.129 -0.360 0.153 0.0936
H 9.300 23.972 15.322 -0.213 -0.807 0.900 0.1459
H 7.775 23.644 17.425 -0.591 0.532 -0.226 0.0809
H 7.623 21.976 16.996 -0.144 -0.049 -0.123 0.0606
H 7.011 23.122 15.785 -0.446 0.391 0.365 0.0834
H 9.915 22.163 17.451 0.369 0.701 -0.038 0.0594
C 15.648 14.052 13.591 0.752 0.955 -1.212 -0.0588
C 14.344 14.429 14.240 -0.219 0.963 -0.152 -0.4557
C 14.437 15.635 15.254 -1.365 -1.531 -0.136 -0.0233
O 13.445 14.777 13.174 -0.060 -0.097 0.140 -0.0883
H 16.348 13.821 14.378 0.688 0.254 0.088 0.0741
H 16.022 14.826 12.836 -0.268 -0.581 1.455 0.0943
H 15.606 13.167 12.963 -0.579 -0.342 0.134 0.0690
H 13.996 13.525 14.736 -0.305 -0.010 0.271 0.1179
H 13.526 15.676 15.908 0.563 0.013 -0.728 0.0793
H 14.541 16.562 14.732 -0.068 0.566 -0.498 0.0379
H 15.261 15.548 15.924 0.846 -0.279 0.494 0.0587
H 12.557 14.456 13.385 -0.157 0.106 0.143 0.0445
C 12.004 18.354 13.505 -0.481 -0.015 0.577 -0.0189
C 11.193 17.772 14.673 0.036 0.608 -0.077 -0.4236
C 11.453 18.591 15.952 -0.242 0.064 -0.460 -0.0385
O 9.820 17.838 14.282 0.008 -0.272 -0.415 -0.0728
H 11.332 19.059 13.042 0.007 0.532 -0.232 0.0717
H 12.312 17.652 12.765 0.001 -0.750 -0.365 0.0410
H 12.910 18.840 13.820 0.362 0.394 0.351 0.0603
H 11.420 16.696 14.768 0.232 0.368 0.465 0.1132
H 12.513 18.604 16.208 0.035 0.114 -0.106 0.0738
H 10.934 18.176 16.792 -0.344 -0.510 0.608 0.0415
H 11.059 19.628 15.876 0.452 -0.469 -0.371 0.0829
H 9.203 18.191 14.934 0.071 0.019 0.294 0.0516
C 13.500 21.638 16.811 0.757 -1.718 0.531 -0.1814
O 12.968 22.928 16.628 0.234 -0.853 -0.060 -0.1089
H 14.571 21.646 17.102 -0.429 0.632 -0.079 0.0790
H 13.021 21.085 17.663 0.165 0.459 -0.615 0.0620
H 13.524 20.896 15.945 -0.651 1.238 0.426 0.0675
H 12.024 22.874 16.866 0.058 0.290 -0.344 0.0364
```
Positions in Å, forces in eV/Å.